(1)
# C2H4OS2

2 unconnected molecules or ions with the total composition C2H4OS2 (wB97M-V/def2-TZVPD, the Open Molecules 2025 dataset).

The geometry in XYZ format:
```
9
Properties=species:S:1:pos:R:3:forces:R:3
C 0.04638 1.05138 0.45858 -0.1 -5.6 0.1
C 0.05239 -1.04747 0.52631 -0.1 5.7 -0.5
O 0.22734 -3.20064 -0.93671 -0.2 -0.2 0.0
S 2.70083 -1.68794 -0.55299 -0.9 0.1 -0.2
S 0.77578 -1.87709 -0.77501 0.9 0.2 -0.8
H -0.16768 1.42199 1.43286 -0.2 0.2 0.4
H 0.76828 1.38264 -0.24615 0.3 0.3 -0.4
H -0.41944 -1.50781 1.36805 -0.1 -0.4 0.2
H 0.37251 -1.13166 -1.90010 0.3 -0.3 1.0
```
Positions in Å, forces in eV/Å.

**Frontier orbital gap (alpha / beta)**: 0.2955 / 0.2947 Ha
**Highest occupied orbital energy (alpha / beta)**: -9.4 / -9.1 eV
**Total energy**: -949.9386 hartree


(2)
# C6H9NO

A molecular structure, C6H9NO (wB97M-V/def2-TZVPD, the Open Molecules 2025 dataset).

The geometry in XYZ format:
```
17
Properties=species:S:1:pos:R:3:forces:R:3
C -0.54889 -1.43817 0.49838 -1.0 0.3 -0.8
C 1.04249 0.11824 0.78972 2.6 0.5 2.2
C 0.58643 1.19541 -0.85065 -0.6 -0.7 -0.1
C -0.49900 0.33881 -1.52221 0.4 -0.7 -0.7
C -1.09138 -0.10071 -0.12187 0.1 1.2 0.0
C -0.13249 0.97473 0.48255 -1.0 1.7 1.0
H -1.22017 -1.68469 1.28641 -0.7 -0.9 0.5
H -0.47824 -2.11931 -0.32535 -0.6 -1.0 -0.2
H 1.21262 -1.56355 1.95991 -2.2 0.6 -2.9
H 1.68564 0.42565 1.58100 0.6 0.7 0.9
H 0.84898 2.14148 -1.27773 0.3 0.4 -0.2
H -1.25408 0.99915 -1.99220 0.5 -0.5 -0.2
H -0.02914 -0.43987 -2.20551 -1.1 0.8 0.6
H -2.20616 0.15229 -0.05087 1.6 -1.0 0.1
H -0.41781 1.84280 1.17079 0.2 -1.5 -0.8
N 0.79096 -1.22699 0.98952 1.0 -0.9 2.6
O 1.71027 0.38474 -0.41190 -0.1 1.0 -2.1
```
Positions in Å, forces in eV/Å.

**Frontier orbital gap**: 0.3629 Ha
**Highest occupied orbital energy**: -8.9 eV
**Total energy**: -363.9151 hartree


(3)
# C39H56AuGe2O4PS3Si

A molecular structure, C39H56AuGe2O4PS3Si (wB97M-V/def2-TZVPD, the Open Molecules 2025 dataset).

The geometry in XYZ format:
```
107
Properties=species:S:1:pos:R:3:forces:R:3
Au 0.57833 -1.01683 0.12427 0.3 0.6 0.1
S -0.40578 -2.84523 -0.64308 -0.3 -0.2 -0.1
C 1.19409 5.15540 0.12382 0.0 0.0 0.0
C 1.21453 3.64985 -0.10649 0.0 0.0 -0.1
C 1.61094 3.32540 -1.54400 0.0 0.0 0.0
C -0.14518 3.04372 0.20463 0.0 -0.1 0.0
O 2.21423 3.13120 0.77733 0.0 0.1 0.0
Si 2.43143 1.59036 1.32607 0.2 -0.1 0.0
O 1.92249 0.48518 0.29960 -0.1 0.1 0.1
O 4.05035 1.49836 1.62217 0.1 -0.1 0.0
C 5.15755 1.70033 0.74434 -0.1 0.0 0.0
C 6.32293 0.94144 1.36817 0.0 0.0 0.0
C 5.47674 3.19322 0.67833 0.0 0.0 0.0
C 4.86424 1.15659 -0.65194 -0.1 0.0 0.0
O 1.71130 1.37015 2.78322 0.0 0.1 0.0
C 1.76936 2.11200 4.00115 0.0 0.0 -0.1
C 3.00977 2.99920 4.08467 0.0 0.0 -0.1
C 1.79123 1.07952 5.12011 0.0 0.0 0.0
C 0.50964 2.97020 4.08107 0.0 -0.1 0.0
H 0.46101 5.63352 -0.52914 0.0 0.0 0.0
H 2.17875 5.58144 -0.07940 0.0 0.0 0.0
H 0.93400 5.37334 1.16241 0.0 0.0 0.0
H 0.83173 3.64203 -2.24108 0.0 0.0 0.0
H 1.74371 2.24762 -1.65356 0.0 0.0 0.0
H 2.54457 3.82909 -1.80751 0.0 0.0 0.0
H -0.93988 3.56110 -0.33562 0.0 0.0 0.0
H -0.35457 3.10484 1.27356 0.0 0.0 0.0
H -0.16117 1.99494 -0.09054 0.0 0.0 0.0
H 6.52164 1.32250 2.37166 0.0 0.0 0.0
H 7.22593 1.05098 0.76330 0.0 0.0 0.0
H 6.07814 -0.11913 1.44607 0.0 0.0 0.0
H 5.76555 3.55942 1.66636 0.0 0.0 0.0
H 4.59768 3.74864 0.35364 0.0 0.0 0.0
H 6.29547 3.38059 -0.02083 0.0 0.0 0.0
H 4.57690 0.10579 -0.59996 0.0 0.0 0.0
H 5.74843 1.25928 -1.28519 0.0 0.0 0.0
H 4.03889 1.69780 -1.11764 0.0 0.0 0.0
H 3.91292 2.40652 3.94697 0.0 0.0 0.0
H 3.04641 3.48762 5.06138 0.0 0.0 0.0
H 2.99138 3.76727 3.30784 0.0 0.0 0.0
H 2.69622 0.47356 5.04638 0.0 0.0 0.0
H 0.93069 0.41894 5.03134 0.0 0.0 0.0
H 1.76941 1.56476 6.09948 0.0 0.0 0.0
H 0.50878 3.71145 3.28003 0.0 0.0 0.0
H 0.45454 3.49216 5.03968 0.0 0.0 0.0
H -0.37606 2.33841 3.97281 0.0 0.0 0.0
C -3.15001 -4.44109 1.23329 0.2 0.0 0.0
Ge -3.47277 -2.54951 0.83309 -0.2 0.0 -0.1
C -4.32064 -2.40510 -0.92750 0.1 0.0 -0.1
C -4.85198 -1.99606 2.13805 0.0 0.0 0.0
Ge -1.65785 -0.98456 1.21207 -0.8 -1.0 -0.1
C -1.20835 -1.50030 3.05429 0.6 0.4 0.1
C -0.44917 -2.66597 3.19405 -0.1 0.0 0.0
C -0.06698 -3.12732 4.44414 0.0 0.0 0.0
C -0.43515 -2.43215 5.58759 0.0 0.0 0.0
C -1.19158 -1.27794 5.46758 0.0 0.0 0.0
C -1.56168 -0.80862 4.21322 -0.2 -0.1 -0.1
C -2.64846 0.67546 0.87838 0.7 0.5 0.0
C -3.04527 0.95104 -0.43136 -0.1 -0.1 0.0
C -3.75160 2.10635 -0.73271 0.0 0.0 0.0
C -4.07146 3.01060 0.26934 0.0 0.0 0.0
C -3.67789 2.75339 1.57402 0.0 0.0 0.0
C -2.95890 1.60414 1.87391 -0.1 -0.1 0.0
H -4.06349 -4.99484 1.00334 0.0 0.0 0.0
H -2.91566 -4.57829 2.29063 0.0 0.0 0.0
H -2.33194 -4.84424 0.63783 0.0 0.0 0.0
H -4.93644 -3.29039 -1.10319 0.0 0.0 0.0
H -3.58183 -2.33328 -1.72612 0.0 0.0 0.0
H -4.95996 -1.52143 -0.96239 0.0 0.0 0.0
H -5.72930 -2.63715 2.01808 0.0 0.0 0.0
H -5.15763 -0.96181 1.96740 0.0 0.0 0.0
H -4.49566 -2.09111 3.16614 0.0 0.0 0.0
H -0.16081 -3.22526 2.30940 0.0 0.0 0.0
H 0.52190 -4.03279 4.52398 0.0 0.0 0.0
H -0.12547 -2.78277 6.56451 0.0 0.0 0.0
H -1.48956 -0.72854 6.35256 0.0 0.0 0.0
H -2.15981 0.08957 4.16148 0.0 0.0 0.0
H -2.80659 0.26077 -1.23248 0.0 0.0 0.0
H -4.04305 2.29499 -1.75875 0.0 0.0 0.0
H -4.61970 3.91507 0.03474 0.0 0.0 0.0
H -3.91638 3.45606 2.36363 0.0 0.0 0.0
H -2.65852 1.44257 2.89909 0.1 0.0 0.0
S -1.57824 0.42561 -5.63935 0.0 -0.1 0.0
P -1.05884 -1.16374 -4.61041 0.0 -0.1 0.0
S -0.90624 -0.88827 -2.60430 -0.1 0.2 -0.1
C -2.19949 -2.56811 -4.84884 0.0 0.0 0.0
C -2.00415 -3.73229 -4.10554 0.0 0.0 0.0
C -2.86313 -4.80768 -4.25526 0.0 0.0 0.0
C -3.92997 -4.72525 -5.14406 0.0 0.0 0.0
C -4.13211 -3.56647 -5.87699 0.0 0.0 0.0
C -3.26712 -2.48744 -5.73069 0.0 0.0 0.0
C 0.53758 -1.82021 -5.19630 0.0 0.1 -0.1
C 1.71270 -1.25494 -4.70798 0.0 0.0 0.1
C 2.93887 -1.63170 -5.23151 0.0 0.0 0.0
C 3.00185 -2.57732 -6.24743 0.0 0.0 0.0
C 1.83454 -3.14756 -6.73319 0.0 0.0 0.0
C 0.60507 -2.76802 -6.21171 0.0 0.0 0.0
H -1.18736 -3.78163 -3.39349 0.0 0.0 0.0
H -2.70825 -5.70719 -3.67212 0.0 0.0 0.0
H -4.60701 -5.56371 -5.25598 0.0 0.0 0.0
H -4.96647 -3.49815 -6.56454 0.0 0.0 0.0
H -3.41095 -1.57131 -6.29083 0.0 0.0 0.0
H 1.65620 -0.52739 -3.90680 0.0 0.0 0.0
H 3.84784 -1.18761 -4.84478 0.0 0.0 0.0
H 3.96063 -2.87080 -6.65744 0.0 0.0 0.0
H 1.87908 -3.88950 -7.52123 0.0 0.0 0.0
H -0.30466 -3.21337 -6.59643 0.0 0.0 0.0
```
Positions in Å, forces in eV/Å.

**Total charge**: -1
**Frontier orbital gap (alpha / beta)**: 0.2398 / 0.2333 Ha
**2S+1**: 2
**Expectation value of S²**: 0.76
**Highest occupied orbital energy (alpha / beta)**: -4.8 / -5.2 eV
**Total energy**: -7935.9445 hartree


(4)
# C6H12O

A single C6H12O molecule (wB97M-V/def2-TZVPD, the Open Molecules 2025 dataset).

The geometry in XYZ format:
```
19
Properties=species:S:1:pos:R:3:forces:R:3
C 1.38109 0.97847 -0.80733 -0.3 0.5 -0.3
C -0.14945 1.00945 -0.37876 0.6 -0.2 -0.4
O -0.41014 1.96406 0.64295 0.1 0.2 0.0
C -0.43371 -0.37218 0.13286 0.1 0.1 -0.3
C -0.67387 -1.40190 -0.94172 0.0 0.0 -0.2
C 0.53304 -0.72594 1.18507 -0.7 -0.5 0.9
C -1.04420 -0.69263 1.44566 0.5 -0.1 0.2
H 1.77056 1.97857 -0.63947 0.1 0.3 -0.5
H 1.45560 0.67783 -1.85370 0.0 0.4 -0.1
H 2.12840 0.32207 -0.30278 -1.2 0.2 0.2
H -0.82238 1.23814 -1.22896 0.6 -0.1 0.0
H -0.69080 2.78812 0.22747 0.2 -0.2 0.1
H 0.06550 -1.29568 -1.74078 -0.1 -0.1 0.0
H -0.59562 -2.41749 -0.53691 0.0 0.2 0.0
H -1.67697 -1.28219 -1.36655 0.1 0.0 0.0
H 1.02436 0.14632 1.63077 -0.3 -0.4 0.0
H 1.26204 -1.52043 0.97014 -0.9 -0.3 0.6
H -1.34287 0.11820 2.10809 0.2 -0.1 -0.2
H -1.78058 -1.51279 1.45395 0.9 0.0 0.1
```
Positions in Å, forces in eV/Å.

**Frontier orbital gap**: 0.3892 Ha
**SMILES**: C[C@H](O)C1(C)CC1
**Highest occupied orbital energy**: -9.7 eV
**Total energy**: -310.9862 hartree


Relative energy (zero: lowest compared OMol25 entry of this formula, charge and spin) values (in kJ/mol) by entry order: 709.1 286.6 0.0 191.9.